(1)
The following is a DFT calculation (the ωB97M-V functional and the def2-TZVPD basis) of a molecular structure, C32H34ClPdSb at a distorted geometry.

Its expectation value of S² is 6.03. As for the LUMO energy (spin up / spin down): -8.2 / -8.2 eV. The gap between HOMO and LUMO (spin up / spin down) comes out at 4.5 / 5.1 eV. As for the calculated total energy: -2067.28912 hartree.

Geometry as ORCA input:
```
! wB97M-V def2-TZVPD RIJCOSX def2/J DEFGRID3
* xyz 2 5
C -0.051 0.103 -7.279
C 1.331 0.609 -7.287
C -0.303 -1.340 -7.411
C -1.179 1.047 -7.291
Cl 0.208 1.286 -2.302
H -0.360 -1.657 -8.463
H -1.254 -1.630 -6.941
H 0.496 -1.934 -6.944
H 1.690 0.825 -8.304
H 2.030 -0.122 -6.853
H 1.426 1.541 -6.710
H -1.444 1.367 -8.311
H -0.952 1.960 -6.720
H -2.085 0.599 -6.855
C 1.512 -1.970 0.040
C 0.725 -2.811 -0.799
C 0.955 -2.443 -2.151
H 0.099 -3.627 -0.453
C 1.880 -1.370 -2.184
C 2.238 -1.054 -0.818
H 2.992 -0.344 -0.489
H 1.697 -2.076 1.101
H 0.534 -2.932 -3.023
H 2.332 -0.932 -3.070
C -2.133 0.092 -0.732
C -2.339 -1.252 -0.221
C -2.566 -2.106 -1.312
H -2.417 -1.497 0.835
C -2.542 -1.321 -2.518
C -2.339 0.022 -2.180
H -2.385 0.859 -2.872
H -2.121 1.010 -0.154
H -2.777 -3.174 -1.256
H -2.674 -1.716 -3.523
Pd 0.190 -0.100 -0.681
C -1.301 4.553 4.873
C -1.572 4.627 3.500
C -1.077 3.646 2.629
C -0.332 2.582 3.146
C -0.010 2.527 4.501
C -0.515 3.508 5.373
Sb 0.199 0.913 1.784
C 2.133 0.429 2.644
C 3.257 0.958 2.002
C 4.536 0.694 2.512
C 4.688 -0.089 3.664
C 3.556 -0.597 4.311
C 2.274 -0.333 3.807
C -1.012 -0.529 2.864
C -0.621 -1.866 2.935
C -1.356 -2.770 3.712
C -2.500 -2.342 4.395
C -2.917 -1.011 4.278
C -2.181 -0.105 3.504
H -1.695 5.311 5.552
H -2.172 5.449 3.106
H -1.281 3.704 1.557
H 0.621 1.727 4.902
H -0.287 3.447 6.440
H 3.147 1.584 1.112
H 5.412 1.103 2.006
H 5.686 -0.296 4.058
H 3.661 -1.197 5.216
H 1.402 -0.727 4.332
H 0.262 -2.225 2.403
H -1.022 -3.807 3.784
H -3.066 -3.044 5.009
H -3.817 -0.669 4.793
H -2.516 0.933 3.426
*
```

So, what does the natural (NBO) scheme give us? The charges, in e, come out as: number 1, C, carries 0.650; number 2, C, carries -0.771; number 3, C, carries -0.768; number 4, C, carries -0.771; number 5, Cl, carries -0.490; number 6, H, carries 0.338; number 7, H, carries 0.270; number 8, H, carries 0.272; number 9, H, carries 0.338; number 10, H, carries 0.271; number 11, H, carries 0.282; number 12, H, carries 0.338; number 13, H, carries 0.281; number 14, H, carries 0.269; number 15, C, carries -0.330; number 16, C, carries -0.187; number 17, C, carries -0.190; number 18, H, carries 0.247; number 19, C, carries -0.256; number 20, C, carries -0.206; number 21, H, carries 0.266; number 22, H, carries 0.261; number 23, H, carries 0.234; number 24, H, carries 0.246; number 25, C, carries -0.379; number 26, C, carries -0.097; number 27, C, carries -0.173; number 28, H, carries 0.261; number 29, C, carries -0.277; number 30, C, carries -0.033; number 31, H, carries 0.243; number 32, H, carries 0.262; number 33, H, carries 0.245; number 34, H, carries 0.230; number 35, Pd, carries 0.677; number 36, C, carries -0.175; number 37, C, carries -0.200; number 38, C, carries -0.254; number 39, C, carries -0.308; number 40, C, carries -0.179; number 41, C, carries -0.212; number 42, Sb, carries 1.197; number 43, C, carries -0.269; number 44, C, carries -0.286; number 45, C, carries -0.198; number 46, C, carries -0.190; number 47, C, carries -0.182; number 48, C, carries -0.285; number 49, C, carries -0.288; number 50, C, carries -0.284; number 51, C, carries -0.198; number 52, C, carries -0.193; number 53, C, carries -0.195; number 54, C, carries -0.270; number 55, H, carries 0.234; number 56, H, carries 0.232; number 57, H, carries 0.214; number 58, H, carries 0.219; number 59, H, carries 0.235; number 60, H, carries 0.213; number 61, H, carries 0.231; number 62, H, carries 0.237; number 63, H, carries 0.233; number 64, H, carries 0.230; number 65, H, carries 0.205; number 66, H, carries 0.228; number 67, H, carries 0.237; number 68, H, carries 0.235; number 69, H, carries 0.231

(2)
The following is a DFT calculation (the ωB97M-V functional and the def2-TZVPD basis) of 5 unconnected molecules or ions with the total composition C32H34F29N2O8S at a distorted geometry.

As for the LUMO energy: -2.6 eV. Its relative energy (zero: lowest compared OMol25 entry of this formula, charge and spin) is 36.6 kJ/mol. The gap between HOMO and LUMO comes out at 8.9 eV. As for the calculated total energy: -5245.37524 hartree.

Geometry as ORCA input:
```
! wB97M-V def2-TZVPD RIJCOSX def2/J DEFGRID3
* xyz 1 1
C -3.148 9.894 -2.011
C -2.853 8.497 -2.611
S -2.105 7.392 -1.355
C -3.220 5.960 -1.313
C -2.596 4.722 -1.884
C -1.901 4.602 -3.049
N -1.551 3.256 -3.157
C -2.033 2.599 -2.101
C -1.840 1.122 -1.974
C -1.424 0.673 -0.553
C -0.480 -0.515 -0.625
F -0.876 -1.302 -1.662
F 0.752 -0.068 -0.947
C -0.501 -1.416 0.661
F -1.288 -2.467 0.420
F -1.063 -0.690 1.663
C 0.886 -1.859 1.166
F 1.519 -2.465 0.141
F 1.604 -0.762 1.458
C 0.858 -2.765 2.449
F 1.400 -2.073 3.467
F -0.390 -3.072 2.823
C 1.666 -4.092 2.345
F 1.267 -4.840 1.304
F 1.337 -4.798 3.445
C 3.222 -3.922 2.389
F 3.548 -3.862 3.696
F 3.644 -2.779 1.837
C 4.002 -5.158 1.829
F 3.411 -6.300 2.171
F 5.196 -5.140 2.456
C 4.325 -5.074 0.302
F 5.431 -4.354 0.138
F 4.611 -6.306 -0.121
F 3.341 -4.563 -0.416
N -2.663 3.458 -1.301
H -2.650 10.657 -2.602
H -2.738 9.927 -1.006
H -4.218 10.078 -1.985
H -2.102 8.594 -3.388
H -3.748 8.066 -3.024
H -3.613 5.771 -0.317
H -4.081 6.210 -1.933
H -1.663 5.357 -3.773
H -1.022 2.826 -3.898
H -1.163 0.795 -2.758
H -2.807 0.661 -2.185
H -2.330 0.438 -0.003
H -0.924 1.503 -0.056
H -3.104 3.196 -0.418
C 6.087 -7.893 -2.179
C 6.854 -8.670 -3.227
O 6.800 -10.085 -2.972
C 5.686 -10.699 -3.346
O 4.738 -10.193 -3.868
C 5.799 -12.204 -3.048
F 6.273 -12.422 -1.817
F 6.631 -12.787 -3.921
F 4.614 -12.797 -3.146
H 6.450 -8.139 -1.180
H 6.200 -6.822 -2.341
H 5.026 -8.136 -2.208
H 7.908 -8.405 -3.198
H 6.490 -8.457 -4.232
C -5.308 1.198 5.579
C -4.411 0.950 4.387
O -4.742 1.832 3.286
C -4.269 3.063 3.366
O -3.600 3.527 4.236
C -4.679 3.848 2.109
F -5.953 3.672 1.790
F -3.938 3.432 1.021
F -4.464 5.144 2.240
H -6.356 1.112 5.292
H -5.096 0.475 6.366
H -5.160 2.199 5.983
H -4.558 -0.059 4.008
H -3.357 1.055 4.644
C 4.790 -5.305 6.466
C 5.391 -3.983 6.038
O 6.077 -3.345 7.133
C 7.295 -3.799 7.398
O 7.866 -4.676 6.822
C 7.906 -2.992 8.556
F 7.037 -2.847 9.562
F 8.254 -1.769 8.133
F 8.992 -3.590 9.031
H 4.139 -5.165 7.330
H 4.209 -5.738 5.652
H 5.564 -6.015 6.752
H 4.607 -3.294 5.740
H 6.064 -4.103 5.190
C -8.082 7.067 -7.781
C -7.580 8.468 -8.053
O -6.973 9.047 -6.876
C -5.735 8.674 -6.614
O -5.065 7.908 -7.242
C -5.230 9.414 -5.365
F -6.125 9.386 -4.370
F -4.973 10.694 -5.641
F -4.100 8.863 -4.902
H -8.764 7.066 -6.930
H -8.605 6.678 -8.653
H -7.260 6.393 -7.542
H -8.410 9.123 -8.306
H -6.877 8.492 -8.885
*
```

Here are the Mulliken charges for atoms 1 to 99, given in e: number 1, C, carries -1.132; number 2, C, carries -0.024; number 3, S, carries -0.131; number 4, C, carries -0.310; number 5, C, carries 0.465; number 6, C, carries -0.726; number 7, N, carries -0.033; number 8, C, carries 0.373; number 9, C, carries -0.795; number 10, C, carries -1.027; number 11, C, carries 0.841; number 12, F, carries -0.324; number 13, F, carries -0.327; number 14, C, carries 0.431; number 15, F, carries -0.281; number 16, F, carries -0.351; number 17, C, carries 0.653; number 18, F, carries -0.308; number 19, F, carries -0.318; number 20, C, carries 0.640; number 21, F, carries -0.280; number 22, F, carries -0.317; number 23, C, carries 0.651; number 24, F, carries -0.259; number 25, F, carries -0.303; number 26, C, carries 0.510; number 27, F, carries -0.258; number 28, F, carries -0.280; number 29, C, carries 0.576; number 30, F, carries -0.297; number 31, F, carries -0.278; number 32, C, carries 0.672; number 33, F, carries -0.262; number 34, F, carries -0.249; number 35, F, carries -0.209; number 36, N, carries 0.238; number 37, H, carries 0.300; number 38, H, carries 0.460; number 39, H, carries 0.224; number 40, H, carries 0.360; number 41, H, carries 0.028; number 42, H, carries -0.062; number 43, H, carries 0.339; number 44, H, carries 0.484; number 45, H, carries 0.271; number 46, H, carries 0.386; number 47, H, carries 0.335; number 48, H, carries 0.482; number 49, H, carries 0.443; number 50, H, carries 0.355; number 51, C, carries -0.942; number 52, C, carries -0.442; number 53, O, carries -0.306; number 54, C, carries 0.339; number 55, O, carries -0.512; number 56, C, carries 0.904; number 57, F, carries -0.246; number 58, F, carries -0.250; number 59, F, carries -0.237; number 60, H, carries 0.317; number 61, H, carries 0.370; number 62, H, carries 0.332; number 63, H, carries 0.346; number 64, H, carries 0.338; number 65, C, carries -1.203; number 66, C, carries -0.163; number 67, O, carries -0.286; number 68, C, carries 0.237; number 69, O, carries -0.484; number 70, C, carries 1.010; number 71, F, carries -0.248; number 72, F, carries -0.655; number 73, F, carries -0.247; number 74, H, carries 0.319; number 75, H, carries 0.378; number 76, H, carries 0.333; number 77, H, carries 0.331; number 78, H, carries 0.333; number 79, C, carries -1.178; number 80, C, carries -0.060; number 81, O, carries -0.344; number 82, C, carries 0.315; number 83, O, carries -0.503; number 84, C, carries 0.892; number 85, F, carries -0.246; number 86, F, carries -0.253; number 87, F, carries -0.235; number 88, H, carries 0.320; number 89, H, carries 0.341; number 90, H, carries 0.367; number 91, H, carries 0.239; number 92, H, carries 0.340; number 93, C, carries -1.103; number 94, C, carries -0.201; number 95, O, carries -0.308; number 96, C, carries 0.255; number 97, O, carries -0.520; number 98, C, carries 1.019; number 99, F, carries -0.276

(3)
The following is a DFT calculation (the ωB97M-V functional and the def2-TZVPD basis) of a molecular structure, C32H34IrN3O3P2 at a distorted geometry.

As for the LUMO energy: -6.4 eV. Its relative energy (zero: lowest compared OMol25 entry of this formula, charge and spin) is 298.6 kJ/mol. The gap between HOMO and LUMO comes out at 7.4 eV. As for the calculated total energy: -2416.40760 hartree.

Geometry as ORCA input:
```
! wB97M-V def2-TZVPD RIJCOSX def2/J DEFGRID3
* xyz 2 1
Ir -0.235 1.718 1.207
N -3.426 4.599 2.145
C -2.507 3.641 2.128
O -1.870 3.406 1.090
C -2.216 2.878 3.401
C -1.603 1.520 3.089
H -3.580 5.136 1.304
H -3.975 4.826 2.959
H -3.121 2.772 4.008
H -1.513 3.479 3.987
H -2.371 0.803 2.803
H -1.015 1.138 3.921
O 1.450 0.248 0.608
P 1.401 -1.038 -0.160
C 1.007 -0.736 -1.931
P -0.675 0.027 -1.984
O -0.858 1.040 -0.902
C -1.872 -1.328 -1.850
C -1.842 -2.385 -2.755
C -2.769 -3.404 -2.642
C -3.733 -3.357 -1.645
C -3.770 -2.294 -0.755
C -2.845 -1.272 -0.861
C -0.881 0.777 -3.626
C 0.057 0.699 -4.648
C -0.213 1.304 -5.865
C -1.414 1.965 -6.067
C -2.353 2.034 -5.048
C -2.090 1.439 -3.827
C 3.024 -1.824 -0.059
C 3.494 -2.047 1.233
C 4.760 -2.566 1.418
C 5.549 -2.869 0.319
C 5.072 -2.658 -0.966
C 3.805 -2.136 -1.162
C 0.154 -2.153 0.530
C 0.091 -3.486 0.141
C -0.812 -4.326 0.766
C -1.640 -3.842 1.768
C -1.583 -2.510 2.147
C -0.673 -1.670 1.534
H 1.036 -1.657 -2.510
H 1.745 -0.027 -2.317
H -1.106 -2.401 -3.547
H -2.746 -4.229 -3.335
H -4.468 -4.143 -1.573
H -4.525 -2.258 0.015
H -2.865 -0.428 -0.184
H 0.992 0.179 -4.506
H 0.519 1.257 -6.657
H -1.624 2.416 -7.025
H -3.289 2.546 -5.209
H -2.808 1.481 -3.020
H 2.855 -1.809 2.073
H 5.129 -2.737 2.415
H 6.532 -3.287 0.463
H 5.685 -2.900 -1.818
H 3.434 -1.973 -2.164
H 0.759 -3.859 -0.624
H -0.865 -5.367 0.490
H -2.323 -4.508 2.270
H -2.222 -2.142 2.932
H -0.584 -0.619 1.832
C 3.219 1.570 2.824
C 2.431 2.819 2.880
N 1.283 3.066 2.257
C 0.921 4.346 2.586
C 1.851 4.870 3.427
N 2.791 3.896 3.598
H 2.797 0.910 2.074
H 3.203 1.065 3.790
H 4.255 1.778 2.566
H 0.045 4.800 2.174
H 1.902 5.819 3.918
H 3.631 3.976 4.154
*
```

So, what does the Mulliken scheme give us? The charges, in e, come out as: number 1, Ir, carries 2.363; number 2, N, carries -0.413; number 3, C, carries 0.787; number 4, O, carries -0.638; number 5, C, carries -0.874; number 6, C, carries -1.067; number 7, H, carries 0.264; number 8, H, carries 0.211; number 9, H, carries 0.509; number 10, H, carries 0.393; number 11, H, carries 0.450; number 12, H, carries 0.510; number 13, O, carries -0.865; number 14, P, carries 0.648; number 15, C, carries -1.527; number 16, P, carries 0.834; number 17, O, carries -1.321; number 18, C, carries 0.681; number 19, C, carries -0.607; number 20, C, carries -0.828; number 21, C, carries -0.569; number 22, C, carries -0.667; number 23, C, carries -0.030; number 24, C, carries 0.832; number 25, C, carries -0.298; number 26, C, carries -0.741; number 27, C, carries -0.494; number 28, C, carries -0.681; number 29, C, carries -0.682; number 30, C, carries 0.566; number 31, C, carries -0.560; number 32, C, carries -0.845; number 33, C, carries -0.518; number 34, C, carries -0.736; number 35, C, carries -0.290; number 36, C, carries 0.588; number 37, C, carries -0.524; number 38, C, carries -0.767; number 39, C, carries -0.680; number 40, C, carries -0.480; number 41, C, carries 0.163; number 42, H, carries 0.773; number 43, H, carries 0.791; number 44, H, carries 0.419; number 45, H, carries 0.474; number 46, H, carries 0.447; number 47, H, carries 0.463; number 48, H, carries 0.372; number 49, H, carries 0.345; number 50, H, carries 0.428; number 51, H, carries 0.409; number 52, H, carries 0.425; number 53, H, carries 0.387; number 54, H, carries 0.422; number 55, H, carries 0.438; number 56, H, carries 0.426; number 57, H, carries 0.439; number 58, H, carries 0.369; number 59, H, carries 0.466; number 60, H, carries 0.483; number 61, H, carries 0.460; number 62, H, carries 0.439; number 63, H, carries -0.153; number 64, C, carries -0.548; number 65, C, carries 0.397; number 66, N, carries 0.108; number 67, C, carries -0.670; number 68, C, carries -0.650; number 69, N, carries -0.060; number 70, H, carries -0.345; number 71, H, carries 0.381; number 72, H, carries 0.449; number 73, H, carries 0.682; number 74, H, carries 0.430; number 75, H, carries 0.213

Question: Among the records above, which one has the highest calculated total energy?
Answer: C32H34ClPdSb